Formula: C27H67BFO8
Source: the OMol25 dataset
Level of theory: ωB97M-V/def2-TZVPD

```
104
Properties=species:S:1:pos:R:3:mulliken_charge:R:1
C -1.53 -3.25 -0.85 -1.511
C -2.86 -3.72 -0.18 0.689
C -3.47 -4.82 -1.14 -0.494
O -4.70 -4.40 -1.68 -0.599
B -4.91 -3.05 -1.09 0.671
F -4.98 -2.05 -2.17 -0.376
O -3.74 -2.61 -0.29 -0.592
H -1.70 -2.97 -1.89 0.438
H -0.73 -4.00 -0.82 0.336
H -1.25 -2.32 -0.33 0.295
H -2.79 -4.01 0.88 -0.007
H -3.44 -5.80 -0.65 0.265
H -2.78 -4.81 -2.01 0.255
H -5.93 -3.14 -0.44 -0.341
C -1.49 -4.58 4.86 -1.148
C -0.70 -4.43 3.57 -0.316
O -0.65 -3.10 3.08 -0.293
C -0.07 -2.14 3.94 -0.540
C 1.38 -2.44 4.29 -0.916
H -2.51 -4.22 4.72 0.301
H -1.52 -5.63 5.15 0.402
H -1.04 -4.01 5.68 0.261
H -1.17 -5.01 2.78 0.366
H 0.32 -4.82 3.68 0.326
H -0.67 -2.02 4.85 0.308
H -0.12 -1.19 3.41 0.329
H 1.49 -3.38 4.84 0.278
H 1.79 -1.64 4.92 0.368
H 1.99 -2.52 3.39 0.282
C -7.89 -1.16 -7.31 -0.923
C -6.38 -1.10 -7.28 -0.432
O -5.85 -0.60 -6.07 -0.471
C -6.18 -1.33 -4.89 0.052
C -5.71 -2.77 -4.91 -0.959
H -8.31 -0.17 -7.12 0.188
H -8.24 -1.51 -8.28 0.455
H -8.29 -1.83 -6.55 0.265
H -6.03 -0.42 -8.06 0.365
H -5.95 -2.08 -7.50 0.311
H -7.26 -1.28 -4.70 -0.054
H -5.70 -0.82 -4.06 0.285
H -6.18 -3.35 -5.71 0.321
H -5.95 -3.26 -3.96 0.326
H -4.63 -2.82 -5.05 0.235
C 6.07 0.97 3.53 -0.829
C 5.14 0.36 4.56 -0.599
O 4.85 -1.01 4.34 -0.368
C 5.96 -1.88 4.35 -0.288
C 6.73 -1.89 5.66 -1.036
H 5.66 0.85 2.53 0.336
H 6.21 2.03 3.73 0.344
H 7.05 0.49 3.53 0.251
H 4.18 0.88 4.52 0.339
H 5.53 0.51 5.57 0.316
H 6.63 -1.66 3.51 0.261
H 5.56 -2.88 4.17 0.364
H 7.17 -0.92 5.88 0.212
H 7.54 -2.62 5.62 0.402
H 6.07 -2.15 6.49 0.289
C -11.88 3.24 -7.45 -0.987
C -12.76 2.65 -6.36 -0.331
O -13.01 1.26 -6.51 -0.434
C -11.86 0.43 -6.50 -0.362
C -11.05 0.51 -5.22 -0.886
H -12.33 3.06 -8.44 0.282
H -11.77 4.31 -7.31 0.380
H -10.89 2.80 -7.46 0.243
H -13.74 3.13 -6.39 0.338
H -12.34 2.86 -5.37 0.290
H -11.23 0.63 -7.37 0.269
H -12.23 -0.59 -6.62 0.358
H -10.64 1.51 -5.06 0.257
H -10.21 -0.19 -5.26 0.243
H -11.67 0.26 -4.36 0.335
C 9.70 2.80 0.11 -1.156
C 8.66 1.77 0.54 -0.187
O 7.34 2.11 0.17 -0.385
C 7.10 2.25 -1.22 -0.344
C 7.38 0.99 -2.02 -1.053
H 9.46 3.78 0.52 0.295
H 10.69 2.51 0.47 0.386
H 9.75 2.89 -0.98 0.321
H 8.66 1.71 1.63 0.223
H 8.92 0.77 0.18 0.304
H 7.66 3.10 -1.62 0.297
H 6.05 2.50 -1.32 0.341
H 8.43 0.69 -1.96 0.267
H 7.13 1.14 -3.07 0.395
H 6.79 0.15 -1.64 0.291
C 5.52 5.81 5.16 -1.050
C 6.40 5.03 6.12 -0.326
O 7.29 4.13 5.47 -0.408
C 8.22 4.70 4.57 -0.136
C 9.15 5.72 5.21 -1.252
H 4.94 5.13 4.54 0.273
H 4.83 6.44 5.72 0.393
H 6.10 6.45 4.50 0.272
H 5.77 4.41 6.76 0.346
H 6.96 5.70 6.78 0.304
H 7.69 5.14 3.71 0.319
H 8.80 3.87 4.18 0.281
H 8.61 6.58 5.61 0.283
H 9.87 6.09 4.48 0.400
H 9.70 5.26 6.04 0.309
```

Output
HOMO-LUMO gap, eV: 6.237
Energy, a.u.: -1795.58962
HOMO, eV: -4.50
Net charge: -1
Spin multiplicity: 1